# 1
Below is 18 unconnected molecules or ions with the total composition CH35O20 in a non-equilibrium geometry, with properties calculated with ωB97M-V/def2-TZVPD.

The energy relative to the best compared isomer or geometry (same formula, charge and spin) is 105.6 kJ/mol. As for the gap between HOMO and LUMO: 0.371 Ha. The HOMO energy comes out at -0.2849 hartree. Its total charge is -1. The calculation puts the LUMO energy at 2.35 eV. As for the spin multiplicity: 1.

Bonds (Å) are listed after each position.
Cartesian coordinates (Å):
1 C 16.11300 -17.30300 -11.71000  O2 1.292, O3 1.315, O4 1.245
2 O 15.09900 -18.05500 -11.98400  C1 1.292
3 O 16.09100 -15.99000 -11.63200  C1 1.315, H5 0.920
4 O 17.17800 -17.83600 -11.34600  C1 1.245
5 H 15.27200 -15.67500 -11.90800  O3 0.920
6 O 18.21100 -18.72000 -13.63200  H7 0.941, H8 0.932
7 H 18.53300 -17.91700 -14.00300  O6 0.941
8 H 17.65400 -18.41600 -12.95000  O6 0.932
9 O 13.73300 -14.24500 -11.58400  H10 0.945, H11 0.933
10 H 14.17500 -13.41100 -11.53100  O9 0.945
11 H 13.93000 -14.53500 -12.44900  O9 0.933
12 O 19.95900 -16.94100 -9.56300  H13 0.958, H14 0.944
13 H 19.38600 -16.19600 -9.74700  O12 0.958
14 H 19.92700 -17.58300 -10.25400  O12 0.944
15 O 13.18500 -19.50500 -14.37400  H16 0.919, H17 0.957
16 H 14.05500 -19.74700 -14.20300  O15 0.919
17 H 13.00800 -19.68400 -15.29700  O15 0.957
18 O 16.90000 -17.38400 -8.81400  H19 0.969, H20 0.976
19 H 16.74900 -17.57900 -9.75100  O18 0.969
20 H 17.32500 -16.50600 -8.80400  O18 0.976
21 O 19.04900 -15.71000 -11.99700  H22 0.974, H23 0.959
22 H 18.63900 -16.56500 -11.77400  O21 0.974
23 H 18.80200 -15.47900 -12.89400  O21 0.959
24 O 14.75000 -13.06400 -14.05300  H25 0.969, H26 1.001
25 H 14.09800 -12.53400 -13.57000  O24 0.969
26 H 15.52300 -13.36600 -13.49400  O24 1.001
27 O 13.06900 -16.33500 -13.44600  H28 0.951, H29 0.952
28 H 12.14700 -16.12200 -13.34800  O27 0.951
29 H 13.28900 -16.77000 -12.62800  O27 0.952
30 O 15.47000 -17.50100 -14.59000  H31 0.973, H32 0.953
31 H 16.24000 -16.91300 -14.50400  O30 0.973
32 H 15.17000 -17.54400 -13.68700  O30 0.953
33 O 14.70300 -19.61000 -9.55600  H34 0.966, H35 0.954
34 H 14.95200 -19.18200 -10.38500  O33 0.966
35 H 14.25700 -18.95300 -9.02700  O33 0.954
36 O 17.09200 -20.47000 -10.97400  H37 0.953, H38 0.934
37 H 16.98700 -19.62900 -10.53800  O36 0.953
38 H 16.25600 -20.88500 -11.01700  O36 0.934
39 O 15.87700 -20.38900 -13.79900  H40 0.940, H41 0.946
40 H 16.45700 -19.65000 -13.77100  O39 0.940
41 H 15.74400 -20.57100 -12.88000  O39 0.946
42 O 14.63000 -15.89600 -8.99000  H43 0.951, H44 0.959
43 H 14.14300 -16.18400 -9.75500  O42 0.951
44 H 15.38700 -16.48300 -8.94100  O42 0.959
45 O 16.78500 -13.54300 -12.32400  H46 0.972, H47 0.966
46 H 16.45800 -13.06600 -11.54300  O45 0.972
47 H 16.80200 -14.44600 -11.98100  O45 0.966
48 O 20.13600 -18.92600 -11.32900  H49 0.935, H50 0.975
49 H 20.54300 -18.64200 -12.12200  O48 0.935
50 H 19.22600 -19.20800 -11.53600  O48 0.975
51 O 12.89300 -17.10000 -10.75000  H52 0.968, H53 0.965
52 H 11.98600 -17.43700 -10.76000  O51 0.968
53 H 13.45700 -17.85800 -10.94400  O51 0.965
54 O 15.76500 -13.60500 -9.65400  H55 0.981, H56 0.955
55 H 15.12700 -12.93900 -9.31900  O54 0.981
56 H 15.34600 -14.44800 -9.49200  O54 0.955

=====

# 2
Below is 10 unconnected molecules or ions with the total composition C51H114F3N7O9 in a non-equilibrium geometry, with properties calculated with ωB97M-V/def2-TZVPD.

The energy relative to the best compared isomer or geometry (same formula, charge and spin) is 206.5 kJ/mol. As for the gap between HOMO and LUMO: 0.326 Ha. The HOMO energy comes out at -0.3106 hartree. The SMILES is O=C1OC[C@@H](F)O1.O=C1OC[C@@H](F)O1.O=C1OC[C@@H](F)O1.CCN(CC)CC.CCN(CC)CC.CCN(CC)CC.CCN(CC)CC.CCN(CC)CC.CCN(CC)CC.CCN(CC)CC. The calculation puts the LUMO energy at 0.42 eV. As for the spin multiplicity: 1.

Bonds (Å) are listed after each position.
Cartesian coordinates (Å):
1 O 0.10017 -0.47059 -6.06343  C2 1.165
2 C 1.04921 0.10515 -5.70815  O1 1.165, O3 1.340, O7 1.372
3 O 2.32371 -0.29772 -5.80896  C2 1.340, C4 1.471
4 C 3.18639 0.84686 -5.47917  O3 1.471, C5 1.501, H8 1.113, H9 1.091
5 C 2.22688 1.94165 -5.11466  C4 1.501, F6 1.387, O7 1.349, H10 1.138
6 F 2.37665 3.02276 -5.97049  C5 1.387
7 O 1.00346 1.38033 -5.20425  C2 1.372, C5 1.349
8 H 3.88632 0.40788 -4.73353  C4 1.113
9 H 3.73920 1.14897 -6.36941  C4 1.091
10 H 2.37988 2.37302 -4.07324  C5 1.138
11 O -9.11352 0.34093 -2.52950  C12 1.178
12 C -8.00626 0.26805 -2.13305  O11 1.178, O13 1.352, O17 1.422
13 O -7.39908 1.01624 -1.18488  C12 1.352, C14 1.484
14 C -5.97380 0.60778 -1.13316  O13 1.484, C15 1.494, H18 1.075, H19 1.118
15 C -5.91183 -0.57270 -2.04737  C14 1.494, F16 1.417, O17 1.335, H20 1.096
16 F -5.91759 -1.80850 -1.35417  C15 1.417
17 O -7.07089 -0.63605 -2.70731  C12 1.422, C15 1.335
18 H -5.37364 1.39761 -1.54782  C14 1.075
19 H -5.66240 0.34019 -0.09276  C14 1.118
20 H -4.92716 -0.53414 -2.52764  C15 1.096
21 O -6.28596 1.82652 -6.11633  C22 1.185
22 C -5.31304 1.20016 -6.37166  O21 1.185, O23 1.353, O27 1.381
23 O -4.83214 0.12684 -5.70371  C22 1.353, C24 1.451
24 C -3.72828 -0.49750 -6.40858  O23 1.451, C25 1.520, H28 1.084, H29 1.064
25 C -3.38531 0.58003 -7.42469  C24 1.520, F26 1.354, O27 1.390, H30 1.029
26 F -3.29508 0.16229 -8.70918  C25 1.354
27 O -4.38479 1.54216 -7.33539  C22 1.381, C25 1.390
28 H -2.83802 -0.76884 -5.85234  C24 1.084
29 H -4.06363 -1.36792 -6.92023  C24 1.064
30 H -2.48629 1.07405 -7.34870  C25 1.029
31 C -2.51093 1.31340 8.51827  C32 1.576, H38 1.083, H39 1.103, H40 1.111
32 C -2.81558 1.67748 7.01495  C31 1.576, N33 1.473, H41 1.156, H42 1.037
33 N -3.37094 0.58604 6.19618  C32 1.473, C34 1.471, C36 1.429
34 C -4.48036 0.01461 6.97502  N33 1.471, C35 1.517, H43 1.077, H44 1.149
35 C -5.47724 -0.86070 6.24011  C34 1.517, H45 1.103, H46 1.097, H47 1.075
36 C -3.77938 0.97656 4.88366  N33 1.429, C37 1.540, H48 1.079, H49 1.132
37 C -2.78723 1.78568 4.02824  C36 1.540, H50 1.100, H51 1.098, H52 1.105
38 H -3.37263 1.12488 9.14708  C31 1.083
39 H -1.89848 2.16162 8.86850  C31 1.103
40 H -1.88475 0.39563 8.50152  C31 1.111
41 H -3.49177 2.61470 7.03396  C32 1.156
42 H -1.98232 2.00130 6.48904  C32 1.037
43 H -4.15447 -0.63117 7.77313  C34 1.077
44 H -5.07214 0.81786 7.54476  C34 1.149
45 H -5.02212 -1.70916 5.70174  C35 1.103
46 H -6.19046 -1.45518 6.82506  C35 1.097
47 H -6.11427 -0.37573 5.52236  C35 1.075
48 H -4.66564 1.57282 5.03418  C36 1.079
49 H -4.07277 0.01491 4.36442  C36 1.132
50 H -3.25317 1.73518 3.03323  C37 1.100
51 H -1.81179 1.29346 3.92334  C37 1.098
52 H -2.66095 2.86944 4.20233  C37 1.105
53 C 3.52651 4.49756 2.68107  C54 1.572, H60 1.105, H61 1.033, H62 1.106
54 C 2.88966 3.13982 2.21026  C53 1.572, N55 1.462, H63 1.085, H64 1.105
55 N 1.65733 2.77325 2.90525  C54 1.462, C56 1.472, C58 1.449
56 C 2.01468 2.31181 4.25715  N55 1.472, C57 1.563, H65 1.068, H66 1.173
57 C 0.71661 1.95117 5.04879  C56 1.563, H67 1.085, H68 1.075, H69 1.072
58 C 0.85513 1.84103 2.13945  N55 1.449, C59 1.544, H70 1.079, H71 1.083
59 C 1.44048 0.42211 1.96891  C58 1.544, H72 1.063, H73 1.092, H74 1.074
60 H 2.78126 4.94271 3.36557  C53 1.105
61 H 3.86249 5.03109 1.86218  C53 1.033
62 H 4.40156 4.32358 3.33471  C53 1.106
63 H 2.66876 3.15141 1.14820  C54 1.085
64 H 3.62545 2.32414 2.33436  C54 1.105
65 H 2.66214 1.46310 4.29969  C56 1.068
66 H 2.61290 3.13470 4.84003  C56 1.173
67 H -0.07477 2.69304 5.04762  C57 1.085
68 H 0.16519 1.10277 4.68522  C57 1.075
69 H 0.97170 1.52834 6.00019  C57 1.072
70 H 0.78951 2.34747 1.18914  C58 1.079
71 H -0.17287 1.82114 2.47924  C58 1.083
72 H 0.91777 -0.34891 2.48023  C59 1.063
73 H 2.48878 0.40501 2.27583  C59 1.092
74 H 1.46427 0.10441 0.94314  C59 1.074
75 C 0.51665 -3.14927 1.96603  C76 1.539, H82 1.076, H83 1.109, H84 1.102
76 C -0.51452 -3.14925 3.10815  C75 1.539, N77 1.501, H85 1.099, H86 1.118
77 N 0.05353 -3.27784 4.49188  C76 1.501, C78 1.450, C80 1.467
78 C -0.92365 -3.71435 5.46981  N77 1.450, C79 1.542, H87 1.112, H88 1.058
79 C -2.21614 -2.87400 5.47681  C78 1.542, H89 1.084, H90 1.076, H91 1.072
80 C 0.67801 -1.98426 4.78837  N77 1.467, C81 1.487, H92 1.126, H93 1.112
81 C 1.18757 -1.82991 6.17662  C80 1.487, H94 1.102, H95 1.066, H96 1.103
82 H 1.21681 -2.34530 2.11145  C75 1.076
83 H -0.05198 -3.02915 1.02147  C75 1.109
84 H 1.06933 -4.09654 1.86153  C75 1.102
85 H -1.08061 -2.20955 3.04578  C76 1.099
86 H -1.24114 -3.96415 2.86718  C76 1.118
87 H -1.04879 -4.79881 5.25798  C78 1.112
88 H -0.43189 -3.64421 6.40411  C78 1.058
89 H -2.75860 -2.87576 6.41538  C79 1.084
90 H -1.93301 -1.85033 5.30204  C79 1.076
91 H -2.80259 -3.18355 4.63435  C79 1.072
92 H -0.08965 -1.18865 4.57678  C80 1.126
93 H 1.55467 -1.90782 4.10880  C80 1.112
94 H 0.38329 -1.84433 6.92967  C81 1.102
95 H 1.76222 -0.93849 6.28243  C81 1.066
96 H 1.83351 -2.66033 6.50654  C81 1.103
97 C 2.49507 -1.28599 -1.82495  C98 1.560, H104 1.122, H105 1.088, H106 1.090
98 C 3.52571 -0.58776 -0.88537  C97 1.560, N99 1.441, H107 1.104, H108 1.093
99 N 4.81980 -0.52808 -1.51602  C98 1.441, C100 1.448, C102 1.452
100 C 5.39627 -1.76451 -2.00272  N99 1.448, C101 1.514, H109 1.106, H110 1.100
101 C 6.14265 -1.59746 -3.30956  C100 1.514, H111 1.095, H112 1.082, H113 1.140
102 C 5.71342 0.38936 -0.83105  N99 1.452, C103 1.499, H114 1.099, H115 1.119
103 C 5.51098 1.78596 -1.33518  C102 1.499, H116 1.078, H117 1.057, H118 1.074
104 H 1.62296 -1.26447 -1.11942  C97 1.122
105 H 2.72213 -2.33279 -2.01354  C97 1.088
106 H 2.25325 -0.74934 -2.74264  C97 1.090
107 H 3.13394 0.42624 -0.69463  C98 1.104
108 H 3.43708 -1.15573 0.04453  C98 1.093
109 H 4.60363 -2.50855 -2.20548  C100 1.106
110 H 6.10997 -2.04571 -1.21482  C100 1.100
111 H 7.03421 -0.97042 -3.20056  C101 1.095
112 H 5.56629 -1.26055 -4.16124  C101 1.082
113 H 6.39670 -2.63041 -3.71840  C101 1.140
114 H 5.65006 0.36133 0.26578  C102 1.099
115 H 6.76670 0.09712 -1.07012  C102 1.119
116 H 6.10946 2.47385 -0.76004  C103 1.078
117 H 5.83517 1.80117 -2.34087  C103 1.057
118 H 4.46219 2.01147 -1.38952  C103 1.074
119 C -2.45725 -0.62277 0.39951  C120 1.497, H126 1.145, H127 1.117, H128 1.064
120 C -1.55510 0.00403 -0.61768  C119 1.497, N121 1.561, H129 1.070, H130 1.123
121 N -2.08592 -0.31691 -2.04972  C120 1.561, C122 1.473, C124 1.457
122 C -1.42220 -1.59607 -2.35283  N121 1.473, C123 1.499, H131 1.152, H132 1.120
123 C -1.82707 -2.20598 -3.66074  C122 1.499, H133 1.125, H134 1.083, H135 1.083
124 C -1.76162 0.73661 -3.00218  N121 1.457, C125 1.524, H136 1.090, H137 1.114
125 C -2.81939 1.82819 -2.89289  C124 1.524, H138 1.105, H139 1.143, H140 1.107
126 H -2.90840 -1.59095 -0.01422  C119 1.145
127 H -3.34660 0.01958 0.60907  C119 1.117
128 H -1.89436 -0.86760 1.26898  C119 1.064
129 H -1.60487 1.07166 -0.55900  C120 1.070
130 H -0.48154 -0.30158 -0.49331  C120 1.123
131 H -0.29195 -1.37878 -2.39506  C122 1.152
132 H -1.55320 -2.27483 -1.47203  C122 1.120
133 H -2.93622 -2.14874 -3.83877  C123 1.125
134 H -1.32872 -1.87371 -4.56249  C123 1.083
135 H -1.51262 -3.22985 -3.50320  C123 1.083
136 H -1.85184 0.29601 -3.99534  C124 1.090
137 H -0.71285 1.09717 -2.90027  C124 1.114
138 H -2.55899 2.65335 -3.58081  C125 1.105
139 H -2.83318 2.26562 -1.83683  C125 1.143
140 H -3.82956 1.49594 -3.20070  C125 1.107
141 C -1.64917 4.97973 -1.40589  C142 1.523, H148 1.113, H149 1.088, H150 1.131
142 C -0.72316 4.00475 -0.69068  C141 1.523, N143 1.434, H151 1.211, H152 1.101
143 N 0.45875 4.52456 -0.06696  C142 1.434, C144 1.473, C146 1.415
144 C 0.31143 5.62463 0.90200  N143 1.473, C145 1.523, H153 1.104, H154 1.111
145 C -0.59841 5.23273 2.05931  C144 1.523, H155 1.112, H156 1.038, H157 1.044
146 C 1.51719 4.75693 -0.97613  N143 1.415, C147 1.512, H158 1.172, H159 1.096
147 C 1.99742 3.49754 -1.66209  C146 1.512, H160 1.078, H161 1.100, H162 1.120
148 H -1.32017 5.46106 -2.35363  C141 1.113
149 H -2.12244 5.73289 -0.77863  C141 1.088
150 H -2.61070 4.45641 -1.68812  C141 1.131
151 H -1.47796 3.43061 0.06281  C142 1.211
152 H -0.34776 3.16704 -1.29898  C142 1.101
153 H 1.34372 5.92374 1.15345  C144 1.104
154 H -0.15781 6.45728 0.33554  C144 1.111
155 H -1.69297 5.42607 2.02262  C145 1.112
156 H -0.47447 4.22178 2.26094  C145 1.038
157 H -0.16322 5.65938 2.90749  C145 1.044
158 H 2.46805 5.21525 -0.46752  C146 1.172
159 H 1.21609 5.49374 -1.72926  C146 1.096
160 H 2.92556 3.67733 -2.17961  C147 1.078
161 H 1.33245 3.14492 -2.46446  C147 1.100
162 H 2.27221 2.75835 -0.86730  C147 1.120
163 C 1.82322 -4.93285 -1.09327  C164 1.580, H170 1.161, H171 1.113, H172 1.086
164 C 2.43843 -5.75158 -2.29689  C163 1.580, N165 1.522, H173 1.087, H174 1.051
165 N 2.87357 -4.80999 -3.41010  C164 1.522, C166 1.453, C168 1.456
166 C 1.75537 -4.46064 -4.27033  N165 1.453, C167 1.508, H175 1.084, H176 1.093
167 C 2.03099 -3.32259 -5.21981  C166 1.508, H177 1.098, H178 1.040, H179 1.072
168 C 3.89974 -5.51266 -4.16646  N165 1.456, C169 1.523, H180 1.128, H181 1.104
169 C 5.18543 -5.44226 -3.35244  C168 1.523, H182 1.126, H183 1.096, H184 1.096
170 H 0.86414 -4.36965 -1.42774  C163 1.161
171 H 2.61319 -4.25086 -0.70695  C163 1.113
172 H 1.63581 -5.70541 -0.35405  C163 1.086
173 H 3.36121 -6.25736 -2.02599  C164 1.087
174 H 1.75380 -6.46421 -2.65379  C164 1.051
175 H 1.27427 -5.33714 -4.68888  C166 1.084
176 H 1.03372 -4.03394 -3.56938  C166 1.093
177 H 1.09303 -3.08168 -5.73662  C167 1.098
178 H 2.35979 -2.47502 -4.71371  C167 1.040
179 H 2.64145 -3.73196 -5.99960  C167 1.072
180 H 4.13701 -4.98277 -5.13307  C168 1.128
181 H 3.58769 -6.53789 -4.43336  C168 1.104
182 H 5.27479 -6.12813 -2.46453  C169 1.126
183 H 5.18811 -4.45890 -2.86955  C169 1.096
184 H 6.07510 -5.64836 -3.95876  C169 1.096

=====

# 3
Below is a gas-phase ion, C4H11N2O (charge +1) in a non-equilibrium geometry, with properties calculated with ωB97M-V/def2-TZVPD.

The energy relative to the best compared isomer or geometry (same formula, charge and spin) is 134.3 kJ/mol. As for the gap between HOMO and LUMO: 0.365 Ha. The HOMO energy comes out at -0.4981 hartree. The SMILES is CN(C)C(=O)C[NH3+]. Its total charge is +1. The calculation puts the LUMO energy at -3.62 eV. As for the spin multiplicity: 1.

Bonds (Å) are listed after each position.
Cartesian coordinates (Å):
1 C 1.35900 -0.84130 -0.92241  N2 1.447, H8 1.133, H9 1.084, H10 1.099
2 N 0.71751 0.42878 -0.65724  C1 1.447, C3 1.471, C4 1.348
3 C 1.17913 1.63718 -1.35780  N2 1.471, H11 1.085, H12 1.089, H13 1.081
4 C -0.36695 0.43717 0.14362  N2 1.348, O5 1.224, C6 1.531
5 O -0.90084 1.46511 0.54016  C4 1.224
6 C -0.83818 -0.88128 0.76198  C4 1.531, N7 1.475, H14 1.079, H15 1.094
7 N -1.85161 -0.52730 1.77315  C6 1.475, H16 1.046, H17 1.028, H18 1.022
8 H 0.68168 -1.50190 -1.54550  C1 1.133
9 H 1.80466 -1.36530 -0.08445  C1 1.084
10 H 2.22552 -0.57483 -1.54320  C1 1.099
11 H 0.74855 1.80454 -2.33957  C3 1.085
12 H 2.25901 1.60760 -1.21901  C3 1.089
13 H 0.86312 2.45831 -0.72985  C3 1.081
14 H -0.13320 -1.55219 1.22826  C6 1.079
15 H -1.33218 -1.38745 -0.07324  C6 1.094
16 H -2.14017 0.47041 1.65251  N7 1.046
17 H -2.71274 -1.06859 1.62228  N7 1.028
18 H -1.56231 -0.60898 2.75031  N7 1.022